Molecular formula: C5H9NOS
Method: DFT, ωB97M-V/def2-TZVPD

CARTESIAN COORDINATES (ANGSTROEM)
1 C -0.8587 -0.2553 0.3699
2 C 0.3945 0.1705 0.5419
3 C -2.0587 0.6033 0.3913
4 C -1.8407 2.0878 0.2983
5 C 1.3263 -2.3474 -0.2529
6 N 2.7935 0.8345 -1.3214
7 O -3.1612 0.1055 0.4635
8 S 1.8349 -0.7971 0.5348
9 H -1.0786 -1.3052 0.2349
10 H 0.6562 1.2003 0.7274
11 H -1.2463 2.4380 1.1396
12 H -2.8016 2.5958 0.3030
13 H -1.3082 2.3315 -0.6212
14 H 0.7401 -2.1283 -1.1405
15 H 0.7621 -2.9475 0.4557
16 H 2.2401 -2.8674 -0.5292
17 H 3.6063 0.2810 -1.5952

Forces on the atoms, in the same order (eV/Å):
0.2 -0.2 0.0
-0.1 -0.3 -0.1
0.1 0.1 0.0
-0.3 0.2 0.0
-0.1 0.3 0.3
-0.6 0.4 0.2
0.0 0.0 0.0
0.4 -0.1 -0.3
0.0 -0.1 0.0
-0.1 0.2 0.0
0.1 0.1 0.1
0.0 0.0 0.0
0.1 0.0 0.0
0.0 0.0 -0.1
-0.1 -0.1 -0.1
0.0 0.0 0.0
0.4 -0.4 0.0

The value obtained for the energy above the lowest of the compared OMol25 structures with the same formula, charge and spin is 125.8 kcal per mole. As for the LUMO energy (alpha / beta): -0.77 / -0.75 eV. The calculation puts the frontier orbital gap (alpha / beta) at 8.03 / 8.01 eV.

Atomic partial charges in e from the natural (NBO) method, atoms 1 to 4:
1. C -0.34
2. C -0.30
3. C 0.55
4. C -0.72